(1)
{"formula": "CH8O3Si2", "method": "ωB97M-V/def2-TZVPD", "de_lowest_kcal_mol": 4.7, "gap_ev": 10.3, "e_homo_ev": -9.487, "species": ["O", "O", "C", "Si", "O", "Si", "H", "H", "H", "H", "H", "H", "H", "H"], "xyz": [[-1.520, -0.622, -1.969], [-0.456, -1.521, -1.653], [-0.630, -1.812, -0.304], [-0.349, -0.316, 0.854], [0.063, 1.008, -0.071], [1.290, 1.990, 0.506], [-1.098, -0.071, -2.635], [0.142, -2.520, -0.077], [-1.574, -2.301, -0.102], [-1.532, -0.039, 1.694], [0.770, -0.644, 1.769], [1.725, 2.861, -0.600], [0.735, 2.798, 1.610], [2.435, 1.188, 0.978]], "forces_ev_per_a": [[-0.4, 0.0, -0.1], [0.1, -0.1, -0.7], [0.2, 0.6, 1.0], [-0.4, -0.1, -0.6], [0.7, -0.2, 0.8], [-0.4, 0.1, -0.5], [0.1, 0.2, 0.0], [0.5, -0.6, 0.1], [-0.5, -0.2, -0.1], [0.0, 0.1, 0.0], [0.0, 0.1, 0.0], [0.0, 0.0, 0.0], [0.1, 0.0, 0.1], [0.0, 0.0, 0.0]], "lowdin_charge": [-0.041, -0.192, -0.326, 0.546, -0.503, 0.509, 0.102, 0.078, 0.079, -0.027, -0.030, -0.070, -0.060, -0.065]}

---

(2)
{"formula": "C6H13NO", "method": "ωB97M-V/def2-TZVPD", "de_lowest_kcal_mol": 132.6, "gap_ev": [7.2, 7.2], "e_homo_ev": [-6.568, -6.565], "species": ["C", "C", "C", "C", "C", "C", "N", "O", "H", "H", "H", "H", "H", "H", "H", "H", "H", "H", "H", "H", "H"], "xyz": [[0.227, 0.300, -1.157], [-0.478, -0.598, 0.804], [-0.681, 1.319, -1.737], [0.989, 0.719, -0.063], [0.222, -1.916, 1.024], [-0.787, 0.177, 2.062], [0.542, 2.066, -2.067], [0.470, -0.810, -1.908], [1.298, -1.226, -1.639], [0.914, 1.699, -2.949], [-1.383, -0.738, 0.212], [-1.291, 1.846, -1.001], [-1.275, 0.935, -2.572], [0.750, 1.680, 0.365], [1.940, 0.245, 0.168], [0.419, -2.435, 0.084], [0.112, 0.345, 2.659], [-1.240, 1.145, 1.838], [1.157, -1.787, 1.575], [-0.406, -2.598, 1.609], [-1.500, -0.369, 2.693]], "forces_ev_per_a": [[0.8, 2.2, -2.9], [1.8, 0.9, 1.0], [0.7, -0.2, -0.2], [-2.4, -3.1, 2.1], [-0.1, -0.1, 0.1], [-0.2, -0.1, 0.2], [-0.3, -0.8, -0.5], [-0.2, 0.5, 0.7], [0.0, 0.1, 0.0], [-0.4, 0.2, 0.0], [0.3, 0.4, -0.5], [-0.1, -0.1, -0.1], [-0.1, 0.0, 0.2], [0.1, -0.1, -0.1], [-0.1, 0.1, 0.0], [0.1, 0.1, 0.0], [0.0, 0.0, 0.0], [0.1, 0.0, 0.0], [0.0, 0.0, 0.0], [0.0, 0.1, 0.0], [0.0, 0.0, 0.0]], "lowdin_charge": [-0.471, -0.259, -0.270, 0.079, -0.114, -0.122, -0.044, 0.068, 0.116, 0.013, 0.122, 0.104, 0.111, 0.100, 0.109, 0.065, 0.079, 0.073, 0.079, 0.082, 0.078]}

---

(3)
{"formula": "C26H35N2", "method": "ωB97M-V/def2-TZVPD", "de_lowest_kcal_mol": 7.2, "total_charge": 1, "gap_ev": 7.0, "e_homo_ev": -11.029, "species": ["C", "C", "C", "C", "C", "C", "C", "C", "C", "C", "C", "C", "C", "C", "C", "C", "C", "C", "C", "C", "C", "C", "H", "H", "H", "H", "H", "H", "H", "H", "H", "H", "H", "H", "H", "H", "H", "H", "H", "H", "H", "H", "H", "H", "H", "H", "H", "H", "H", "H", "H", "C", "C", "C", "N", "C", "N", "H", "H", "H", "H", "H", "H"], "xyz": [[-0.195, -4.754, 4.706], [0.065, -3.403, 4.112], [-0.636, -2.272, 4.546], [-0.349, -0.994, 4.068], [-1.127, 0.137, 4.681], [0.652, -0.854, 3.081], [0.953, 0.485, 2.419], [1.774, 1.393, 3.356], [-0.300, 1.169, 1.858], [-1.260, 0.246, 1.181], [-2.586, 0.629, 0.804], [-3.419, -0.315, 0.114], [-2.970, -1.704, -0.211], [-4.679, 0.053, -0.351], [-5.223, 1.320, -0.115], [-6.630, 1.613, -0.517], [-4.452, 2.249, 0.592], [-3.180, 1.933, 1.071], [-2.519, 2.996, 1.886], [1.434, -1.970, 2.710], [2.680, -1.820, 1.880], [1.096, -3.233, 3.190], [0.357, -5.499, 4.121], [0.160, -4.787, 5.747], [-1.263, -5.005, 4.712], [-1.413, -2.386, 5.305], [-0.464, 0.945, 5.020], [-1.905, 0.524, 4.003], [-1.667, -0.243, 5.568], [1.588, 0.290, 1.550], [2.748, 0.923, 3.552], [1.974, 2.361, 2.874], [1.269, 1.550, 4.322], [-0.801, 1.680, 2.700], [-0.013, 1.949, 1.123], [-1.112, -0.854, 1.420], [-3.860, -2.250, -0.570], [-2.206, -1.680, -0.995], [-2.567, -2.239, 0.662], [-5.259, -0.691, -0.901], [-7.001, 2.502, 0.004], [-6.683, 1.800, -1.594], [-7.298, 0.769, -0.303], [-4.856, 3.241, 0.812], [-3.116, 3.913, 1.836], [-2.451, 2.732, 2.952], [-1.515, 3.266, 1.541], [3.013, -2.810, 1.560], [2.537, -1.230, 0.965], [3.509, -1.381, 2.456], [1.668, -4.107, 2.857], [1.050, 0.282, -4.286], [0.560, -0.035, -2.934], [-0.034, 0.712, -1.935], [-0.118, -0.030, -0.770], [0.381, -1.226, -1.065], [0.786, -1.273, -2.373], [0.788, 1.312, -4.530], [2.145, 0.198, -4.348], [0.626, -0.360, -5.071], [-0.424, 1.707, -2.034], [0.470, -2.096, -0.427], [1.143, -2.100, -2.856]], "forces_ev_per_a": [[0.0, -0.2, 0.0], [0.0, 0.4, 0.0], [0.3, -0.3, -0.1], [0.2, -0.7, -0.3], [-0.4, 0.1, 0.3], [0.2, 0.1, 0.1], [0.3, -0.2, 0.1], [0.0, 0.0, -0.2], [0.4, 0.1, 0.1], [-0.4, -0.7, 0.6], [-0.9, 0.5, -0.3], [-0.1, 0.3, -0.1], [-0.3, -0.4, 0.0], [0.3, 0.1, 0.2], [0.3, -0.4, 0.4], [-0.2, 0.2, -0.1], [0.3, -0.4, 0.1], [0.3, -0.4, -0.5], [0.1, 0.9, 0.1], [-0.4, 0.3, 0.2], [0.2, -0.3, -0.4], [0.0, -0.1, 0.1], [-0.2, 0.0, 0.3], [-0.1, -0.1, -0.3], [0.2, 0.0, 0.0], [0.2, 0.0, -0.2], [-0.4, -0.1, -0.2], [0.3, 0.1, 0.2], [0.3, 0.2, -0.4], [-0.1, 0.0, 0.1], [-0.3, 0.1, 0.0], [-0.1, -0.2, 0.2], [0.3, 0.1, -0.4], [0.1, -0.3, -0.6], [-0.1, -0.3, 0.5], [0.0, 1.4, -0.8], [0.6, 0.0, 0.1], [-0.1, -0.1, 0.1], [-0.1, 0.2, -0.3], [0.1, 0.2, 0.2], [0.0, -0.2, -0.2], [0.0, 0.0, 0.1], [0.2, 0.2, 0.0], [0.1, -0.4, -0.1], [0.1, -0.2, 0.0], [0.0, 0.0, -0.3], [-0.4, -0.1, 0.1], [0.1, 0.1, 0.0], [0.1, -0.1, 0.3], [-0.3, 0.0, -0.2], [-0.1, 0.3, 0.2], [0.0, 0.4, -0.8], [-0.3, -0.2, 0.9], [0.4, -0.6, -0.5], [0.1, -1.0, -0.1], [0.0, 0.3, -0.6], [-0.1, 0.0, 0.8], [0.1, -0.1, -0.1], [-0.3, 0.0, 0.1], [0.0, 0.1, 0.3], [0.1, 0.2, 0.2], [-0.1, 0.3, 0.1], [-0.1, 0.6, 0.4]], "lowdin_charge": [-0.049, -0.265, -0.003, -0.207, -0.029, -0.141, -0.314, -0.025, -0.163, 0.073, -0.109, -0.182, -0.031, 0.007, -0.226, -0.030, 0.009, -0.149, -0.044, -0.213, -0.044, -0.008, 0.078, 0.093, 0.085, 0.123, 0.079, 0.076, 0.092, 0.106, 0.089, 0.089, 0.072, 0.092, 0.140, 0.140, 0.092, 0.076, 0.095, 0.127, 0.087, 0.098, 0.096, 0.126, 0.089, 0.097, 0.082, 0.079, 0.061, 0.098, 0.121, -0.029, -0.294, -0.047, 0.067, -0.151, 0.117, 0.088, 0.094, 0.091, 0.117, 0.137, 0.178]}

---

(4)
{"formula": "C7H14BaO5P", "method": "ωB97M-V/def2-TZVPD", "total_charge": 1, "gap_ev": 9.1, "e_homo_ev": -12.391, "species": ["Ba", "O", "C", "O", "C", "O", "C", "C", "O", "O", "H", "H", "H", "H", "H", "C", "P", "C", "C", "H", "H", "H", "H", "H", "H", "H", "H", "H"], "xyz": [[1.558, 0.058, -1.905], [2.173, 3.160, 0.651], [1.474, 2.041, 0.732], [0.758, 1.633, -0.177], [1.608, 1.396, 2.088], [1.219, 0.049, 2.131], [2.211, -0.953, 1.819], [2.510, -0.900, 0.352], [3.147, 0.107, -0.111], [1.974, -1.734, -0.453], [1.935, 3.632, -0.156], [0.908, 1.950, 2.722], [2.615, 1.568, 2.470], [1.744, -1.896, 2.077], [3.112, -0.803, 2.416], [-2.479, 0.898, -1.079], [-1.444, -0.563, -1.469], [-1.486, -1.462, 0.130], [-2.577, -1.559, -2.493], [-3.451, 0.605, -0.678], [-2.651, 1.504, -1.970], [-1.972, 1.522, -0.342], [-2.510, -1.622, 0.468], [-0.952, -0.889, 0.891], [-0.991, -2.429, 0.038], [-3.544, -1.699, -2.008], [-2.146, -2.542, -2.688], [-2.741, -1.071, -3.456]], "forces_ev_per_a": [[-0.1, 0.6, -3.2], [-0.2, -0.2, 0.2], [0.0, 0.0, 0.0], [0.0, 0.8, 0.7], [0.0, -0.4, 0.1], [0.1, -0.1, -0.3], [-0.3, 0.4, 0.6], [0.4, -0.1, -0.9], [0.2, -0.6, 1.3], [0.5, -0.3, 1.6], [0.0, 0.2, -0.2], [0.0, 0.0, 0.1], [0.1, 0.0, 0.0], [0.0, -0.1, 0.0], [0.1, 0.1, 0.0], [0.0, 0.1, 0.0], [-0.9, -0.2, 0.4], [0.1, 0.0, 0.0], [0.0, -0.1, -0.2], [0.0, -0.1, 0.0], [0.0, 0.0, 0.0], [0.0, 0.0, 0.0], [0.0, 0.0, -0.1], [0.0, 0.0, 0.0], [0.0, 0.0, -0.1], [0.0, 0.0, 0.1], [0.0, 0.0, 0.0], [0.0, 0.0, 0.0]], "lowdin_charge": [2.021, 0.181, -0.490, -0.193, -0.096, -0.097, -0.069, -0.696, -0.244, -0.275, 0.148, 0.163, 0.156, 0.142, 0.145, -0.283, 0.658, -0.272, -0.292, 0.053, 0.044, 0.028, 0.055, 0.030, 0.047, 0.052, 0.044, 0.042]}